No. 1
Entry from OMol25: a molecular structure, C38H53N4OP2V (wB97M-V/def2-TZVPD).

Atoms and positions in Å:
C 1.572 -1.536 -2.243
C 2.220 -2.133 -0.042
C 2.503 -2.431 -2.782
C 3.182 -3.028 -0.541
C 3.307 -3.195 -1.921
H 2.608 -2.510 -3.868
H 3.820 -3.577 0.157
H 4.041 -3.896 -2.330
N 1.410 -1.434 -0.892
P 0.441 1.010 -2.150
P 0.290 -1.489 1.895
C 0.760 -0.594 -3.096
H 1.234 -0.458 -4.084
H -0.254 -1.009 -3.258
C 2.110 -1.744 1.399
H 2.670 -2.436 2.045
C 0.383 -0.812 3.703
C -0.482 -3.241 1.901
C 2.053 2.031 -2.317
C -0.951 1.846 -3.164
C 0.026 0.692 3.709
H -1.059 0.843 3.608
H 0.344 1.110 4.683
H 0.521 1.254 2.905
C -0.672 -1.510 4.588
H -1.696 -1.290 4.244
H -0.540 -2.601 4.642
H -0.573 -1.112 5.615
C 1.791 -1.003 4.302
H 1.711 -1.005 5.405
H 2.258 -1.955 4.000
H 2.465 -0.177 4.023
C -1.978 -3.136 2.279
H -2.342 -2.103 2.170
H -2.559 -3.774 1.588
H -2.186 -3.478 3.303
C -0.413 -3.802 0.462
H -0.631 -3.033 -0.293
H 0.568 -4.251 0.239
H -1.175 -4.598 0.367
C 0.256 -4.226 2.829
H 1.127 -3.751 3.314
H -0.394 -4.643 3.614
H 0.632 -5.073 2.225
C -1.318 3.185 -2.492
H -2.405 3.356 -2.610
H -1.096 3.162 -1.412
H -0.796 4.043 -2.943
C -2.198 0.941 -3.117
H -1.975 -0.101 -3.396
H -2.657 0.939 -2.118
H -2.936 1.332 -3.843
C -0.574 2.056 -4.646
H -1.442 1.778 -5.274
H -0.309 3.095 -4.884
H 0.265 1.404 -4.945
C 3.169 1.257 -1.581
H 4.084 1.164 -2.191
H 3.434 1.817 -0.665
H 2.828 0.258 -1.275
C 1.818 3.361 -1.565
H 1.279 3.165 -0.622
H 2.799 3.812 -1.326
H 1.250 4.089 -2.166
C 2.528 2.291 -3.758
H 2.703 1.352 -4.312
H 1.825 2.914 -4.333
H 3.491 2.833 -3.715
V 0.000 0.000 0.000
C -1.557 -0.913 -0.684
O -2.577 -1.424 -0.993
N 1.859 0.637 0.885
C 2.622 -0.251 1.403
C 3.977 0.048 1.944
C 4.220 1.345 2.453
C 5.035 -0.887 1.966
C 5.471 1.690 2.969
H 3.393 2.060 2.423
C 6.292 -0.538 2.480
H 4.885 -1.897 1.572
C 6.516 0.749 2.986
H 5.637 2.698 3.363
H 7.100 -1.278 2.484
H 7.497 1.020 3.390
N -1.971 3.500 1.496
C -0.946 2.715 1.098
N -1.325 1.439 0.824
C -2.657 1.432 1.141
C -3.613 0.402 1.139
C -4.948 0.708 1.454
C -5.320 2.023 1.782
C -4.353 3.038 1.824
C -3.037 2.699 1.507
H -1.936 4.516 1.736
H 0.051 3.083 1.001
H -3.394 -0.613 0.930
H -5.694 -0.077 1.443
H -6.354 2.246 2.013
H -4.625 4.051 2.088

**HOMO (alpha / beta)**: -16.64 / -16.63 eV
**Net charge**: +3
**Electronic energy**: -3399.830943 hartree
**Molecular weight**: 694.761 Da
**Multiplicity**: 2

Electronic structure analysis, Mulliken charges in units of e:
1 C 0.3505
2 C -0.5596
3 C -1.0715
4 C -0.9275
5 C -1.1481
6 H 0.5870
7 H 0.6528
8 H 0.5100
9 N 1.3304
10 P -0.0073
11 P 1.0163
12 C -1.3463
13 H 0.8775
14 H 0.4952
15 C -0.9664
16 H 1.7261
17 C 1.8397
18 C 2.0809
19 C 2.1739
20 C 2.5798
21 C -1.5585
22 H 0.2888
23 H 0.6468
24 H 0.0143
25 C -1.5209
26 H 0.2890
27 H 0.3634
28 H 0.5476
29 C -1.5563
30 H 0.5974
31 H 0.1711
32 H 0.3837
33 C -1.2645
34 H 0.0826
35 H 0.3583
36 H 0.4190
37 C -1.6733
38 H -0.0449
39 H 0.3681
40 H 0.7440
41 C -1.4695
42 H 0.3269
43 H 0.4627
44 H 0.3262
45 C -1.4911
46 H 0.4913
47 H 0.1427
48 H 0.3740
49 C -1.9181
50 H 0.3506
51 H 0.2491
52 H 0.7113
53 C -1.3759
54 H 0.3186
55 H 0.4031
56 H 0.3182
57 C -1.3828
58 H 0.4018
59 H 0.2993
60 H -0.0327
61 C -2.2437
62 H 0.6132
63 H 0.5019
64 H 0.3915
65 C -1.6029
66 H 0.4096
67 H 0.3429
68 H 0.4937
69 V -0.9125
70 C -0.3302
71 O -0.1978
72 N 0.1181
73 C 0.4477
74 C -0.0564
75 C -0.0120
76 C -0.2981
77 C -0.9151
78 H 0.3786
79 C -0.9121
80 H 0.3625
81 C -0.5750
82 H 0.4437
83 H 0.4638
84 H 0.4386
85 N 0.0457
86 C -1.4741
87 N 1.8171
88 C 0.3857
89 C -0.5568
90 C -1.4133
91 C -0.6989
92 C -1.0949
93 C 0.9872
94 H 0.3928
95 H 0.3394
96 H 0.0780
97 H 0.5059
98 H 0.4774
99 H 0.5039



No. 2
Entry from OMol25: a molecular structure, C38H54BBiF3N9S3 (wB97M-V/def2-TZVPD).

Atoms and positions in Å:
Bi -0.415 1.171 0.353
C 2.528 1.415 3.003
N 1.161 1.909 2.791
C 0.242 1.411 3.793
C 1.034 3.341 2.635
C 2.097 4.216 2.895
C 1.936 5.561 2.747
C 0.718 6.055 2.276
C -0.298 5.185 1.946
C -0.157 3.812 2.145
N -1.157 2.901 1.693
C -2.547 3.072 1.816
C -3.055 3.919 2.858
C -4.397 4.039 3.053
C -5.283 3.256 2.329
C -4.806 2.438 1.307
C -3.460 2.344 1.047
N -2.935 1.393 0.083
C -3.413 1.643 -1.300
C -3.251 -0.010 0.464
H 2.861 1.628 4.070
H 2.563 0.331 2.843
H 3.216 1.872 2.321
H 0.603 1.664 4.806
H -0.764 1.842 3.632
H 0.197 0.315 3.706
H 3.128 3.935 3.106
H 2.748 6.243 2.959
H 0.536 7.165 2.126
H -1.233 5.565 1.640
H -2.362 4.584 3.341
H -4.866 4.809 3.636
H -6.374 3.422 2.421
H -5.500 1.900 0.703
H -4.540 1.531 -1.472
H -3.219 2.676 -1.567
H -2.913 1.000 -1.992
H -4.293 -0.242 0.351
H -2.637 -0.697 -0.077
H -3.117 -0.160 1.542
C -3.126 -2.747 -5.369
C -2.650 -1.760 -4.300
C -2.543 -0.392 -4.960
C -3.712 -1.746 -3.191
N -1.390 -2.239 -3.691
C -0.929 -3.548 -3.876
C 0.091 -3.767 -3.048
N 0.291 -2.612 -2.372
B 1.350 -2.612 -1.176
N 0.757 -2.292 0.218
C 1.490 -1.815 1.284
C 0.851 -2.093 2.425
N -0.417 -2.625 2.075
C -0.445 -2.764 0.712
S -1.602 -3.522 -0.251
C -1.328 -3.330 2.985
C -2.786 -3.089 2.599
C -1.179 -2.761 4.376
C -0.927 -4.803 2.935
N 2.656 -1.915 -1.556
C 3.570 -2.695 -2.304
C 4.720 -2.064 -2.400
N 4.561 -0.798 -1.778
C 3.251 -0.699 -1.350
S 2.631 0.740 -0.715
C 5.701 0.196 -1.812
C 7.022 -0.604 -1.858
C 5.494 1.186 -2.944
C 5.749 0.927 -0.498
C -0.609 -1.725 -2.708
S -0.564 -0.041 -2.269
H -4.120 -2.461 -5.665
H -3.287 -3.789 -4.969
H -2.517 -2.835 -6.264
H -3.453 -0.255 -5.565
H -1.699 -0.456 -5.614
H -2.435 0.293 -4.103
H -4.685 -1.300 -3.555
H -3.393 -1.027 -2.400
H -3.863 -2.735 -2.795
H -1.324 -4.180 -4.658
H 0.719 -4.705 -2.945
H 1.692 -3.735 -1.025
H 2.428 -1.371 1.187
H 1.241 -1.996 3.359
H -3.090 -2.178 3.117
H -3.353 -3.940 3.023
H -2.980 -2.997 1.519
H -1.272 -1.648 4.293
H -0.193 -3.038 4.789
H -1.915 -3.192 5.064
H -1.116 -5.268 1.936
H -1.447 -5.407 3.729
H 0.137 -4.859 3.052
H 3.413 -3.763 -2.555
H 5.664 -2.298 -2.856
H 7.190 -1.050 -2.863
H 6.889 -1.409 -1.129
H 7.814 0.088 -1.653
H 5.297 0.689 -3.946
H 6.368 1.808 -3.033
H 4.587 1.812 -2.787
H 5.711 0.279 0.369
H 4.940 1.634 -0.383
H 6.693 1.466 -0.474
F 0.073 2.813 -2.491
C 0.125 2.979 -1.165
F 1.332 3.557 -0.874
F -0.729 4.025 -0.885

**HOMO**: -7.15 eV
**Electronic energy**: -3706.889417 hartree
**Molecular weight**: 1009.900 Da
**Relative energy (zero: lowest compared OMol25 entry of this formula, charge and spin)**: 1.5859 eV
**Multiplicity**: 1

Mulliken atomic charge list, values in e, 99 entries:
1 Bi 0.7163
2 C -1.1540
3 N 1.0559
4 C -0.8898
5 C -0.3098
6 C -0.3365
7 C -0.7405
8 C -0.8486
9 C -0.1959
10 C -0.0585
11 N 1.5117
12 C -0.0102
13 C -0.7376
14 C -0.9363
15 C -0.8396
16 C -0.4092
17 C -0.6511
18 N 2.1728
19 C -1.6165
20 C -0.9900
21 H 0.3083
22 H -0.0275
23 H 0.3581
24 H 0.4195
25 H 0.0939
26 H 0.1897
27 H 0.3549
28 H 0.4142
29 H 0.2869
30 H 0.6661
31 H 0.4966
32 H 0.4072
33 H 0.3093
34 H 0.4230
35 H 0.2601
36 H 0.2945
37 H 0.4272
38 H 0.5101
39 H -0.1299
40 H 0.3544
41 C -2.2743
42 C 1.2535
43 C -1.4109
44 C -1.1537
45 N 0.4824
46 C -0.3957
47 C -1.0187
48 N 0.4433
49 B -0.7034
50 N 0.9049
51 C -1.5479
52 C -1.0026
53 N 1.0714
54 C -0.5000
55 S -0.2389
56 C 0.8414
57 C -1.2594
58 C -1.6423
59 C -1.6150
60 N 0.8912
61 C -1.1945
62 C -0.3561
63 N 0.3788
64 C -0.2450
65 S -0.3618
66 C 1.3597
67 C -1.9195
68 C -1.4849
69 C -1.8022
70 C -0.1269
71 S 0.0703
72 H 0.4846
73 H 0.4942
74 H 0.4331
75 H 0.4405
76 H 0.3910
77 H 0.2556
78 H 0.3912
79 H 0.0889
80 H 0.4243
81 H 0.4775
82 H 0.3977
83 H -0.1193
84 H 1.0111
85 H 0.9177
86 H 0.3322
87 H 0.4885
88 H 0.2087
89 H 0.2887
90 H 0.4283
91 H 0.3931
92 H 0.2691
93 H 0.4826
94 H 0.3632
95 H 0.3087
96 H 0.5170
97 H 0.3966
98 H 0.4865
99 H 0.4900



Which value of electronic energy does entry 1 give?
-3399.830943 hartree



Which of these has the highest molecular weight?
C38H54BBiF3N9S3



Look up the electronic energy of the second one.
-3706.889417 hartree